Record 1
54
Properties=species:S:1:pos:R:3:forces:R:3:mulliken_charge:R:1 method="wB97M-V/def2-TZVPD" smiles="CCN1CCN(S(=O)(=O)c2ccc(S(=O)(=O)NC[C@@H]3CCCO3)cc2)CC1" homo_energy_ev=-8.95 homo_lumo_gap_ev=8.82 lumo_ev=-0.123 relative_energy_ev=0.213
C 1.702 -0.286 7.755 -0.11 0.21 -0.16 -1.294
C 1.385 0.710 6.646 0.13 -0.13 0.14 -0.457
N 1.600 0.139 5.325 0.03 0.05 -0.06 -0.075
C 1.677 1.168 4.299 0.08 0.04 -0.14 -0.717
C 2.044 0.534 2.957 0.25 0.63 0.19 -0.919
N 1.129 -0.525 2.586 -0.87 0.22 -0.59 0.107
S -0.279 0.026 1.873 0.28 -0.15 -0.51 1.468
O -0.781 1.246 2.440 0.23 0.11 -0.09 -0.688
O -1.180 -1.086 1.767 0.12 -0.25 0.11 -0.734
C 0.310 0.368 0.214 -0.16 0.04 0.44 0.011
C -0.024 1.556 -0.410 -0.03 0.05 0.14 -0.192
C 0.251 1.706 -1.762 0.09 0.06 -0.04 -0.607
C 0.855 0.665 -2.442 -0.02 0.22 -0.53 0.205
S 0.917 0.696 -4.239 -0.06 -0.55 -0.18 1.319
O 2.160 0.135 -4.670 -0.02 -0.22 0.26 -0.705
O 0.518 1.990 -4.692 -0.30 0.06 0.26 -0.684
N -0.252 -0.394 -4.685 0.82 0.51 0.08 -0.249
C -1.644 -0.121 -4.436 -0.73 0.32 0.40 -1.373
C -2.124 -0.486 -3.026 0.33 -0.21 -0.03 1.436
C -1.896 -1.946 -2.614 -0.12 0.30 -0.03 -0.686
C -2.920 -2.106 -1.487 -0.03 0.08 -0.06 -0.332
C -3.986 -1.043 -1.825 -0.23 -0.10 0.27 -0.574
O -3.526 -0.325 -2.961 0.08 0.10 -0.34 -0.551
C 1.254 -0.493 -1.800 0.08 -0.07 0.20 -1.020
C 0.973 -0.647 -0.453 0.08 -0.09 -0.25 -0.710
C 0.959 -1.500 3.645 -0.47 -0.38 0.41 -1.221
C 0.579 -0.829 4.962 0.14 -0.19 -0.09 -0.361
H 2.674 -0.736 7.576 0.11 -0.05 0.01 0.330
H 0.957 -1.075 7.814 -0.05 -0.10 0.06 0.333
H 1.724 0.229 8.712 -0.03 -0.01 0.13 0.423
H 2.064 1.562 6.742 -0.09 0.02 -0.02 0.409
H 0.354 1.087 6.760 0.06 0.06 -0.04 0.311
H 2.454 1.884 4.579 -0.04 -0.01 -0.03 0.519
H 0.721 1.705 4.188 0.15 0.02 0.08 0.301
H 2.020 1.285 2.164 0.22 0.08 0.05 0.360
H 3.046 0.099 3.013 -0.05 0.05 -0.06 0.477
H -0.525 2.322 0.161 -0.06 0.14 -0.01 0.541
H -0.024 2.593 -2.310 -0.08 0.13 0.02 0.491
H 0.037 -1.349 -4.555 0.23 -0.17 -0.01 0.340
H -1.781 0.948 -4.607 -0.20 -0.06 -0.08 0.367
H -2.252 -0.667 -5.163 0.05 0.07 0.04 0.413
H -1.649 0.172 -2.282 -0.08 -0.13 -0.11 -0.252
H -0.878 -2.136 -2.282 0.04 -0.07 -0.02 0.307
H -2.137 -2.601 -3.453 0.04 -0.04 -0.08 0.400
H -3.344 -3.107 -1.457 0.02 -0.04 0.06 0.392
H -2.464 -1.892 -0.520 -0.01 -0.05 0.00 -0.113
H -4.127 -0.354 -0.983 -0.03 -0.05 -0.08 0.279
H -4.952 -1.477 -2.092 0.05 0.05 0.08 0.337
H 1.763 -1.257 -2.368 0.05 -0.18 0.02 0.495
H 1.226 -1.545 0.087 0.11 -0.15 -0.03 0.539
H 0.178 -2.188 3.323 0.12 -0.12 0.14 0.474
H 1.906 -2.035 3.758 -0.06 0.03 -0.04 0.413
H 0.511 -1.586 5.742 -0.07 0.00 -0.03 0.428
H -0.410 -0.349 4.842 0.02 -0.05 0.11 0.288

=====

Record 2
9
Properties=species:S:1:pos:R:3:forces:R:3:mulliken_charge:R:1 method="wB97M-V/def2-TZVPD" smiles="ON(O)C(=S)S" homo_energy_ev=-9.26 homo_lumo_gap_ev=8.87 lumo_ev=-0.391 relative_energy_ev=3.417
O -1.423 -1.118 0.617 -0.49 -0.17 0.00 -0.285
N -0.801 0.077 0.599 3.28 0.26 -0.50 -0.125
O -1.323 0.904 -0.424 -0.05 -0.21 -0.48 -0.378
C 0.846 -0.183 0.040 -3.02 -0.48 0.71 0.406
S 1.263 -1.679 -0.339 0.05 0.27 -0.01 -0.263
S 1.693 1.291 0.053 -0.14 0.30 0.10 -0.146
H -1.254 -1.636 -0.198 0.26 0.30 -0.05 0.281
H -1.849 1.581 0.024 0.09 -0.25 0.22 0.345
H 2.848 0.762 -0.372 0.01 -0.02 0.01 0.164

=====

Record 3
51
Properties=species:S:1:pos:R:3:forces:R:3:mulliken_charge:R:1 method="wB97M-V/def2-TZVPD" homo_energy_ev="-16.06 / -15.97" homo_lumo_gap_ev="2.09 / 1.91" lumo_ev="-13.978 / -14.060" relative_energy_ev=0.415 total_charge=+3
Pt 0.071 1.015 -0.519 1.81 0.21 -0.12 0.626
C -2.589 1.052 -1.542 -0.31 0.20 -0.07 -0.821
N -1.658 1.990 -0.854 -0.07 -0.82 0.02 -0.268
C -2.228 2.462 0.449 -0.12 0.04 -0.01 -0.773
C -1.310 3.125 -1.772 0.22 0.09 0.19 -0.888
C -0.143 3.879 -1.164 -0.10 -0.15 -0.48 -0.698
N 0.860 2.843 -0.820 -0.38 0.82 0.40 -0.014
C 2.121 3.115 -0.585 -0.23 0.07 -0.17 0.231
C 3.050 2.027 -0.416 0.58 -0.33 0.27 0.554
F 2.561 0.778 -0.454 0.06 0.28 0.05 -0.133
C 4.393 2.234 -0.258 -0.35 -0.57 -0.08 -0.225
F 5.202 1.211 -0.138 -0.10 0.14 -0.02 -0.209
C 4.909 3.540 -0.209 -0.19 0.19 -0.02 -0.166
C 4.055 4.637 -0.325 -0.19 0.08 -0.02 -0.087
F 4.531 5.849 -0.250 -0.06 -0.09 -0.01 -0.196
C 2.697 4.455 -0.508 0.22 0.49 -0.10 0.814
F 1.920 5.504 -0.577 0.13 -0.37 0.00 -0.191
H -3.487 1.602 -1.838 0.00 -0.01 0.02 0.442
H -2.872 0.261 -0.853 0.05 -0.01 -0.03 0.227
H -2.105 0.646 -2.427 -0.02 0.02 0.01 0.386
H -2.912 3.290 0.252 -0.04 -0.06 -0.01 0.349
H -1.436 2.793 1.118 -0.05 0.02 -0.03 0.378
H -2.779 1.646 0.909 0.09 0.02 0.02 0.353
H -2.174 3.778 -1.915 -0.07 -0.08 0.13 0.448
H -1.048 2.695 -2.741 0.07 0.06 0.07 0.340
H -0.417 4.415 -0.250 0.02 -0.07 0.05 0.489
H 0.235 4.622 -1.867 0.11 -0.10 0.02 0.625
H 5.974 3.695 -0.063 0.05 0.00 0.01 0.559
C 0.839 -2.455 -1.637 0.27 0.25 -0.13 -1.170
As 0.205 -1.451 -0.113 -1.88 -0.62 -0.09 0.417
C 1.243 -2.060 1.395 0.36 0.39 -0.01 -1.181
C -1.655 -2.236 0.144 0.66 0.36 -0.09 -0.894
C -1.619 -3.447 0.986 -0.17 -0.52 0.21 0.273
C -1.674 -4.718 0.384 -0.06 0.35 0.06 -0.234
C -1.807 -5.850 1.161 0.19 -0.06 0.25 -0.775
C -1.812 -5.736 2.553 0.05 0.06 -0.04 -0.378
C -1.749 -4.479 3.165 0.16 -0.27 -0.05 -0.820
C -1.628 -3.348 2.389 -0.18 0.10 -0.29 -0.052
H 0.921 -3.508 -1.365 -0.08 0.04 0.10 0.428
H 1.822 -2.080 -1.924 -0.02 -0.10 -0.05 0.434
H 0.148 -2.330 -2.468 0.01 -0.01 0.03 0.412
H 1.158 -3.147 1.436 -0.11 0.05 -0.05 0.437
H 0.888 -1.613 2.322 -0.01 -0.05 -0.04 0.414
H 2.285 -1.785 1.227 -0.02 -0.05 0.08 0.453
H -1.964 -2.447 -0.881 -0.09 0.05 0.07 0.616
H -2.267 -1.439 0.571 0.08 -0.10 0.01 0.382
H -1.652 -4.798 -0.695 -0.11 -0.03 -0.05 0.399
H -1.903 -6.824 0.703 0.08 0.00 -0.03 0.428
H -1.832 -6.629 3.164 -0.19 0.03 -0.01 0.429
H -1.795 -4.409 4.243 0.07 0.04 0.00 0.433
H -1.574 -2.371 2.857 -0.10 0.01 0.04 0.398

=====

Record 4
63
Properties=species:S:1:pos:R:3:forces:R:3:mulliken_spin:R:1 method="wB97M-V/def2-TZVPD" spin_multiplicity=2 homo_energy_ev="-5.42 / -4.92" s2=1.0500 homo_lumo_gap_ev="7.62 / 7.11" lumo_ev="2.194 / 2.194" relative_energy_ev=0.000 total_charge=-1
Mn -0.538 -0.038 -1.526 -0.17 0.54 0.77 0.956
O -0.383 0.129 0.746 0.03 -0.24 -0.40 0.002
C 0.937 0.048 1.289 0.02 0.11 -0.06 0.020
C 1.934 0.305 0.099 -0.15 -0.05 0.19 -0.002
O 3.133 0.241 0.366 0.00 0.04 -0.06 -0.003
O 1.390 0.599 -1.001 0.04 -0.15 -0.30 0.020
C 1.042 1.189 2.309 -0.02 -0.02 0.01 -0.005
C 0.133 1.190 3.367 0.00 0.01 -0.01 0.000
C 0.099 2.236 4.274 -0.01 0.00 0.00 0.000
C 0.980 3.302 4.139 0.00 0.00 0.00 0.000
C 1.891 3.305 3.094 0.00 0.00 0.00 0.001
C 1.925 2.254 2.183 0.03 0.01 0.02 0.001
C 1.223 -1.289 1.947 0.00 -0.05 0.00 -0.014
C 0.407 -2.399 1.759 0.01 0.02 0.01 0.000
C 0.722 -3.609 2.367 0.00 -0.01 0.00 0.001
C 1.854 -3.728 3.156 -0.01 -0.01 0.00 0.001
C 2.675 -2.622 3.341 0.00 0.02 0.00 0.000
C 2.359 -1.413 2.747 0.01 -0.01 -0.01 0.004
H -1.033 -0.548 1.061 -0.01 0.07 0.10 -0.006
H -0.560 0.363 3.469 0.00 0.00 0.00 0.000
H -0.617 2.220 5.087 0.00 0.00 0.00 0.000
H 0.958 4.122 4.847 0.00 0.00 0.00 0.000
H 2.587 4.128 2.984 0.00 0.00 0.00 0.000
H 2.648 2.254 1.378 -0.01 0.00 0.00 0.000
H -0.465 -2.353 1.122 0.03 -0.03 0.00 0.001
H 0.073 -4.462 2.209 0.00 0.00 0.00 0.000
H 2.098 -4.674 3.624 0.00 0.00 0.00 0.000
H 3.567 -2.702 3.950 0.00 0.00 0.00 0.000
H 3.007 -0.556 2.877 0.00 0.00 0.00 0.000
N -1.702 -2.057 -4.187 0.06 -0.09 0.06 -0.001
C -1.254 -0.809 -4.468 0.00 0.14 -0.02 -0.003
N -1.090 0.120 -3.570 0.17 -0.13 0.12 0.005
C -0.791 1.340 -4.132 0.06 -0.03 -0.13 0.000
C -0.649 1.339 -5.476 -0.04 -0.02 0.06 0.001
S -0.970 -0.248 -6.086 -0.04 0.01 0.00 0.003
C -0.696 2.429 -3.165 0.02 0.07 0.03 0.009
C -0.575 3.759 -3.359 -0.01 -0.04 0.02 -0.004
S -0.600 4.572 -1.831 0.01 -0.06 -0.01 0.000
C -0.759 3.036 -1.030 0.02 0.09 -0.05 -0.005
N -0.785 2.023 -1.846 -0.06 0.01 0.02 -0.005
N -0.910 2.928 0.312 -0.04 -0.03 0.00 0.000
H -1.788 -2.215 -3.187 0.04 -0.03 0.03 0.002
H -1.211 -2.818 -4.634 0.04 -0.01 0.00 0.000
H -0.378 2.153 -6.125 0.01 -0.01 -0.01 0.000
H -0.492 4.295 -4.288 0.01 0.03 0.01 0.000
H -0.469 3.627 0.888 0.02 -0.02 0.01 0.000
H -0.819 1.971 0.652 0.03 0.00 0.01 0.005
C -4.312 0.505 0.566 0.04 -0.08 -0.04 0.000
S -3.357 -0.860 -0.064 -0.13 0.10 0.01 0.006
O -4.293 -1.830 -0.569 0.02 0.00 0.01 0.000
O -2.538 -1.319 1.063 -0.03 0.00 0.05 0.000
O -2.536 -0.226 -1.120 -0.17 -0.07 -0.11 -0.002
H -4.899 0.151 1.410 0.00 -0.02 0.00 0.000
H -4.963 0.855 -0.231 0.01 0.01 0.00 0.000
H -3.628 1.293 0.874 0.00 0.00 0.01 0.000
C 2.268 -2.872 -1.166 -0.07 0.08 0.01 0.002
S 0.895 -2.520 -2.233 0.07 -0.19 -0.08 0.004
O 0.589 -3.769 -2.906 -0.11 0.02 0.02 0.001
O 1.285 -1.418 -3.095 0.11 -0.17 -0.17 0.010
O -0.240 -2.083 -1.348 0.21 0.19 -0.11 -0.002
H 3.014 -3.376 -1.777 0.00 0.02 -0.02 0.000
H 1.934 -3.525 -0.364 -0.02 0.00 0.00 0.000
H 2.671 -1.941 -0.772 -0.01 -0.01 0.02 -0.001

=====

Record 5
29
Properties=species:S:1:pos:R:3:forces:R:3:mulliken_charge:R:1 method="wB97M-V/def2-TZVPD" smiles="CCCCOC(=O)c1ccccc1N=C=O" homo_energy_ev=-9.62 homo_lumo_gap_ev=10.14 lumo_ev=0.515 relative_energy_ev=0.302
C -0.676 -3.178 2.228 0.15 0.93 0.04 -1.389
C -0.252 -1.688 2.242 -0.53 -0.54 0.17 0.428
C -1.499 -0.757 2.298 1.22 0.11 -0.22 -0.730
C -1.128 0.720 2.183 -0.02 -0.45 0.28 -0.614
O -0.245 0.951 1.035 -0.76 0.31 -0.65 -0.313
C -0.817 0.870 -0.210 -1.72 -0.30 0.58 0.469
O -1.966 0.515 -0.434 1.16 0.47 0.83 -0.585
C 0.029 1.286 -1.353 1.17 -0.05 0.18 0.742
C -0.500 2.065 -2.403 -0.81 -0.79 1.62 -0.722
C 0.253 2.449 -3.457 -0.77 0.85 -1.77 -0.314
C 1.544 2.025 -3.612 0.94 -0.37 0.97 -0.728
C 2.085 1.280 -2.580 1.47 -0.40 0.06 -0.068
C 1.369 0.882 -1.436 -0.41 1.98 -1.71 0.006
N 2.062 0.164 -0.454 -0.35 0.80 0.55 -0.458
C 2.214 -1.006 -0.619 1.04 -5.72 -0.70 0.741
O 2.395 -2.188 -0.782 -0.51 3.77 0.78 -0.516
H -1.090 -3.447 3.185 -0.15 -0.24 0.44 0.346
H 0.206 -3.774 2.042 0.07 -0.42 -0.10 0.396
H -1.449 -3.385 1.481 0.26 0.09 -0.07 0.338
H 0.360 -1.532 1.353 -0.33 0.35 -0.22 -0.331
H 0.473 -1.516 3.065 -0.67 0.05 -0.14 0.294
H -2.074 -0.900 3.207 0.11 -0.06 0.39 0.464
H -2.192 -0.978 1.495 0.07 -0.25 -0.30 0.310
H -2.034 1.303 2.093 -0.19 0.28 -0.42 0.369
H -0.644 1.086 3.116 0.33 -0.24 -1.00 0.374
H -1.545 2.360 -2.399 0.12 -0.12 0.37 0.407
H -0.252 3.062 -4.202 0.33 -0.10 -0.01 0.355
H 2.201 2.287 -4.428 -0.26 0.14 -0.18 0.389
H 3.171 1.042 -2.654 -0.97 -0.08 0.23 0.339

=====

Record 6
58
Properties=species:S:1:pos:R:3:forces:R:3:mulliken_charge:R:1 method="wB97M-V/def2-TZVPD" smiles="NB(O)B(CCCC(=O)O)S(=O)(=O)C(F)(F)C(F)(F)F.O=C1C=C(O)C(=O)C=C1O.O=C1C=C(O)C(=O)C=C1O" homo_energy_ev=-9.63 homo_lumo_gap_ev=7.59 lumo_ev=-2.042
N -0.883 -4.127 0.263 -1.89 0.88 -0.34 -0.574
B -2.361 -4.016 0.294 1.52 -2.08 1.68 0.463
O -3.060 -4.921 1.195 0.67 2.91 -0.90 -0.553
B -3.266 -2.958 -0.668 -1.61 -1.60 0.19 0.143
C -4.732 -3.526 -1.118 0.49 1.10 -1.08 -0.767
C -5.651 -2.447 -1.864 -0.58 -1.23 -0.56 -0.519
C -6.599 -1.589 -0.900 0.15 1.22 -0.27 -0.446
C -6.286 -1.747 0.648 -0.48 -1.19 1.71 0.490
O -6.593 -2.711 1.364 1.13 2.55 -2.57 -0.533
O -5.564 -0.664 1.266 -2.20 -0.96 -1.29 -0.438
S -2.577 -1.293 -1.185 -1.98 2.92 -5.46 0.972
O -2.084 -1.475 -2.614 -0.35 -0.77 3.79 -0.645
O -3.565 -0.162 -1.192 2.03 -2.30 1.51 -0.608
C -1.105 -0.712 -0.198 2.06 1.31 1.05 0.413
F 0.116 -1.170 -0.766 -2.75 0.48 1.42 -0.170
F -1.164 -1.003 1.175 0.08 0.06 -2.70 -0.258
C -1.015 0.908 -0.297 1.74 0.84 0.35 0.448
F 0.282 1.227 0.186 -3.39 -0.62 -0.76 -0.165
F -1.927 1.558 0.524 1.80 -1.38 -2.23 -0.203
F -1.037 1.314 -1.628 -0.45 -0.61 2.97 -0.205
H -0.466 -3.660 -0.548 0.10 -0.11 0.76 0.269
H -0.436 -3.859 1.147 0.04 -0.66 -0.54 0.257
H -3.841 -4.418 1.519 0.31 -0.91 -0.26 0.333
H -5.250 -4.063 -0.255 0.70 0.76 -1.10 0.375
H -4.498 -4.349 -1.893 -0.11 1.02 1.16 0.353
H -5.001 -1.813 -2.561 -1.01 -0.66 1.28 0.319
H -6.347 -3.035 -2.565 0.96 0.89 1.04 0.402
H -6.443 -0.485 -1.179 -0.20 -1.59 0.55 0.216
H -7.696 -1.815 -1.139 1.60 0.05 0.76 0.383
H -6.147 0.112 1.077 1.10 -0.43 0.05 0.331
O 3.359 2.921 5.788 -0.32 -0.10 -0.25 -0.608
C 3.354 3.181 4.599 0.69 0.21 0.31 0.870
C 4.488 3.827 3.930 -0.17 -0.15 0.30 -0.817
C 4.436 4.110 2.626 1.24 0.51 -0.06 0.400
O 5.479 4.706 1.991 -1.21 -0.51 0.03 -0.587
C 3.231 3.785 1.808 -0.90 -0.21 0.05 0.981
O 3.212 4.075 0.621 0.31 0.33 0.42 -0.664
C 2.109 3.118 2.470 0.14 0.22 -0.44 -1.042
C 2.162 2.832 3.773 -1.18 -0.55 0.06 0.495
O 1.131 2.211 4.403 1.17 0.55 -0.05 -0.557
H 5.353 4.059 4.535 -0.03 0.01 -0.02 0.423
H 5.197 4.804 1.062 0.15 0.06 0.07 0.388
H 1.249 2.872 1.861 0.05 -0.01 0.00 0.395
H 1.412 2.120 5.333 -0.09 -0.01 -0.07 0.349
O 2.527 1.646 -0.606 0.84 -0.06 -0.21 -0.483
C 3.285 1.152 -1.419 -0.64 -0.22 -0.07 1.112
C 2.841 0.162 -2.406 -0.06 0.23 0.24 -1.018
C 3.707 -0.372 -3.270 -0.90 -0.72 -0.56 0.238
O 3.311 -1.288 -4.192 0.86 0.68 0.54 -0.576
C 5.147 0.011 -3.265 0.72 0.33 0.12 0.810
O 5.911 -0.511 -4.057 -0.39 -0.10 -0.01 -0.615
C 5.588 1.018 -2.295 0.04 -0.26 -0.31 -0.805
C 4.723 1.557 -1.432 0.97 0.82 0.64 0.291
O 5.121 2.494 -0.530 -0.88 -1.03 -0.57 -0.533
H 1.794 -0.110 -2.398 0.03 0.01 -0.02 0.487
H 4.118 -1.518 -4.692 -0.11 -0.02 0.02 0.342
H 6.632 1.300 -2.314 -0.03 -0.01 0.01 0.444
H 4.319 2.736 -0.016 0.20 0.09 -0.39 0.195